No. 1
{"formula": "C4H6O2", "method": "ωB97M-V/def2-TZVPD", "species": ["C", "C", "C", "O", "C", "O", "H", "H", "H", "H", "H", "H"], "positions_angstrom": [[0.536, -0.531, -1.095], [-0.308, 0.611, -0.453], [-0.993, 0.144, 0.829], [-0.058, -0.494, 1.683], [1.152, 0.546, -0.275], [2.150, 1.045, 0.155], [0.467, -1.116, 1.162], [0.274, -1.547, -0.794], [0.819, -0.479, -2.143], [-0.832, 1.345, -1.067], [-1.836, -0.531, 0.610], [-1.372, 1.006, 1.388]], "de_lowest_kcal_mol": 60.3, "homo_energy_ev": -9.4, "largest_force_ha_per_bohr": 0.0131}

---

No. 2
{"formula": "C37H33B2FeN3O6S2", "method": "ωB97M-V/def2-TZVPD", "species": ["Fe", "S", "C", "C", "C", "C", "C", "N", "H", "H", "H", "H", "C", "C", "C", "C", "C", "C", "C", "S", "O", "O", "N", "C", "C", "C", "C", "C", "C", "C", "C", "N", "C", "H", "H", "H", "H", "H", "H", "H", "H", "H", "H", "H", "H", "H", "O", "B", "O", "C", "C", "C", "C", "C", "C", "H", "H", "H", "H", "C", "C", "C", "C", "C", "C", "C", "C", "O", "B", "O", "C", "C", "H", "H", "H", "H", "H", "H", "H", "H", "H", "H", "H", "H"], "positions_angstrom": [[-0.227, -0.184, -0.171], [1.271, -1.967, 0.943], [1.990, -0.524, 1.464], [3.382, -0.397, 1.695], [3.937, 0.812, 1.996], [3.118, 1.952, 2.087], [1.772, 1.788, 1.906], [1.214, 0.592, 1.626], [3.980, -1.291, 1.591], [5.007, 0.894, 2.148], [3.526, 2.930, 2.295], [1.071, 2.607, 1.974], [-2.365, -7.342, -0.345], [-2.365, -5.919, -0.839], [-3.515, -5.370, -1.410], [-3.526, -4.065, -1.871], [-2.382, -3.284, -1.766], [-1.234, -3.813, -1.206], [-1.230, -5.124, -0.745], [-2.442, -1.576, -2.304], [-2.821, -1.638, -3.705], [-3.413, -0.954, -1.434], [-1.013, -0.981, -2.041], [0.026, -1.052, -2.982], [0.098, -1.943, -4.060], [1.184, -1.906, -4.931], [2.204, -0.990, -4.755], [2.181, -0.087, -3.676], [3.198, 0.887, -3.449], [3.068, 1.744, -2.342], [2.000, 1.607, -1.490], [1.015, 0.678, -1.651], [1.090, -0.139, -2.765], [-3.176, -7.513, 0.367], [-1.424, -7.582, 0.153], [-2.499, -8.049, -1.168], [-4.415, -5.974, -1.485], [-4.423, -3.636, -2.303], [-0.352, -3.189, -1.119], [-0.328, -5.526, -0.296], [-0.711, -2.638, -4.233], [1.219, -2.603, -5.763], [3.042, -0.957, -5.445], [4.038, 0.956, -4.131], [3.804, 2.513, -2.138], [1.906, 2.252, -0.625], [-2.151, -1.829, 1.246], [-1.903, -0.447, 1.037], [-3.117, 0.253, 1.233], [-4.071, -0.688, 1.445], [-5.425, -0.524, 1.628], [-6.191, -1.679, 1.805], [-5.606, -2.939, 1.793], [-4.231, -3.098, 1.611], [-3.485, -1.953, 1.446], [-5.872, 0.462, 1.610], [-7.262, -1.590, 1.939], [-6.231, -3.816, 1.916], [-3.760, -4.072, 1.570], [-1.082, 2.458, 8.748], [-0.846, 1.182, 7.939], [-1.940, 0.171, 8.314], [0.524, 0.617, 8.344], [-0.877, 1.432, 6.427], [-1.127, 2.682, 5.881], [-1.155, 2.895, 4.492], [-0.929, 1.821, 3.668], [-0.915, 1.775, 2.321], [-0.485, 0.413, 1.950], [-0.497, -0.353, 3.223], [-0.674, 0.550, 4.202], [-0.647, 0.344, 5.562], [-1.045, 2.225, 9.815], [-2.059, 2.894, 8.531], [-0.316, 3.209, 8.538], [-1.920, -0.040, 9.389], [-1.806, -0.770, 7.778], [-2.925, 0.564, 8.055], [0.561, 0.443, 9.424], [1.318, 1.316, 8.075], [0.729, -0.329, 7.841], [-1.306, 3.532, 6.527], [-1.357, 3.876, 4.080], [-0.452, -0.654, 5.940]], "de_lowest_kcal_mol": 20.5, "s_squared": 6.0941, "spin_multiplicity": 5, "homo_energy_ev": [0.8, -1.2], "charge": -2, "largest_force_ha_per_bohr": 0.0131}